The following is a quantum chemistry calculation of a gas-phase ion, CH2NO3S (charge -1) at a distorted geometry, from OMol25.

Each line ends with the Mulliken charge.
Cartesian coordinates (Å):
O  -0.153  -0.154  1.557  -0.87
N  -0.151  0.338  0.396  0.66
O  -0.520  1.651  0.073  -0.46
C  0.394  -0.277  -0.639  0.18
O  0.797  -1.835  -0.151  -0.57
S  0.184  0.156  -2.250  -0.62
H  -0.426  1.521  -0.966  0.29
H  0.395  -1.625  0.764  0.38

Values from the calculation:
**Charge**: -1
**Energy relative to the best compared isomer or geometry (same formula, charge and spin)**: 411.5 kJ/mol
**Frontier orbital gap**: 6.876 eV
**M**: 108.10 g/mol
**Structure (SMILES)**: [O-]N(O)C(O)=S

***

The following is a quantum chemistry calculation of a molecular structure, C13H17INO6RuSSe2, from OMol25.

Each line ends with the Mulliken charge.
Cartesian coordinates (Å):
Ru  0.718  0.254  0.640  0.70
O  0.408  4.548  2.313  -0.47
C  -0.047  3.584  1.454  -0.49
O  -1.175  3.186  1.501  -0.48
C  0.926  3.320  0.349  0.68
C  1.652  4.385  -0.143  -0.33
C  2.360  4.260  -1.341  -0.94
C  2.295  3.061  -2.010  -0.53
C  1.607  1.993  -1.439  1.11
N  0.979  2.093  -0.226  0.30
C  1.499  0.671  -2.052  0.30
O  1.998  0.468  -3.303  -0.53
O  0.939  -0.262  -1.491  -0.48
H  -0.298  4.622  2.969  0.32
H  1.631  5.317  0.403  0.46
H  2.938  5.086  -1.736  0.35
H  2.832  2.945  -2.946  0.16
H  2.403  1.283  -3.615  0.27
O  -2.512  -1.933  2.590  -0.53
C  -2.437  -3.040  1.735  -1.22
C  -2.020  -2.782  0.271  1.45
C  -2.706  -3.926  -0.502  -1.03
O  -2.288  -4.081  -1.858  -0.55
C  -2.549  -1.458  -0.303  -1.11
Se  -1.877  0.307  0.306  -0.42
C  -0.501  -2.919  0.075  -0.82
Se  0.636  -2.124  1.469  -0.47
H  -1.653  -1.474  2.549  0.29
H  -3.446  -3.474  1.740  0.44
H  -1.749  -3.803  2.132  0.29
H  -3.793  -3.769  -0.474  0.38
H  -2.488  -4.878  -0.004  0.43
H  -1.989  -3.214  -2.155  0.33
H  -3.630  -1.421  -0.137  0.32
H  -2.397  -1.475  -1.389  0.37
H  -0.204  -2.458  -0.869  0.19
H  -0.240  -3.979  0.015  0.44
S  0.888  0.970  2.704  -0.68
I  4.280  1.557  0.802  -0.33
C  2.772  -0.120  0.676  -1.15
H  3.107  -0.697  1.532  0.51
H  3.130  -0.620  -0.229  0.45

Values from the calculation:
**Charge**: -2
**Energy relative to the best compared isomer or geometry (same formula, charge and spin)**: 35.9 kJ/mol
**Frontier orbital gap (alpha / beta)**: 4.303 / 4.252 eV
**Spin multiplicity**: 2
**M**: 701.24 g/mol

***

The following is a quantum chemistry calculation of a molecular structure, C35H34BCaCl3F19NO10PS3 at a distorted geometry, from OMol25.

Each line ends with the Mulliken charge.
Cartesian coordinates (Å):
C  5.352  3.178  1.010  -1.04
C  4.402  2.648  -0.157  -0.65
O  3.272  2.055  0.413  -0.16
B  2.341  1.551  -0.471  -1.12
O  2.566  1.645  -1.786  -0.04
N  1.076  0.926  0.163  0.94
C  1.535  -0.437  0.638  1.12
F  1.795  -0.326  1.948  -0.35
F  0.593  -1.334  0.498  -0.30
C  2.847  -0.903  -0.003  0.30
C  2.951  -1.532  -1.211  0.20
C  4.163  -1.965  -1.682  -1.43
C  5.289  -1.773  -0.940  -1.01
C  5.185  -1.163  0.286  0.11
C  6.417  -0.983  1.115  0.72
F  7.006  -2.163  1.293  -0.25
F  6.152  -0.505  2.327  -0.29
F  7.312  -0.193  0.515  -0.26
C  3.990  -0.749  0.745  -0.33
C  -0.100  0.994  -0.837  0.30
P  -0.026  -0.139  -2.315  0.04
C  -0.685  0.743  -3.766  -1.35
C  -1.230  -1.501  -2.046  -0.65
C  -0.725  -2.758  -2.756  -1.09
C  -0.240  2.401  -1.345  -0.89
O  -0.119  3.491  -0.386  -0.33
C  0.319  3.280  0.844  0.34
S  1.750  4.454  1.260  -0.63
C  0.606  1.834  1.316  -1.28
S  -0.731  1.194  2.427  1.66
O  -0.757  -0.214  2.586  -0.63
O  -0.445  1.861  3.655  -0.73
C  -2.434  1.708  1.854  0.19
F  -3.156  0.602  1.828  -0.27
F  -2.356  2.149  0.623  0.05
C  -3.205  2.706  2.734  0.68
F  -2.466  3.792  3.010  -0.30
F  -3.491  2.089  3.866  -0.33
C  -4.545  3.201  2.079  0.62
F  -5.031  2.384  1.167  -0.21
F  -5.444  3.280  3.066  -0.27
C  -4.456  4.632  1.473  0.60
F  -4.463  5.556  2.407  -0.26
F  -3.416  4.759  0.667  -0.14
F  -5.551  4.800  0.748  -0.27
H  4.962  2.940  1.987  0.33
H  6.318  2.721  0.880  0.34
H  5.566  4.266  0.936  0.42
H  5.026  1.982  -0.730  0.50
H  4.121  3.526  -0.777  0.27
H  3.094  0.923  -2.157  0.40
H  2.097  -1.737  -1.826  0.52
H  4.259  -2.469  -2.620  0.56
H  6.262  -2.089  -1.267  0.56
H  3.961  -0.296  1.713  0.84
H  -1.033  0.715  -0.378  0.85
H  -0.822  0.010  -4.546  0.54
H  -1.673  1.133  -3.538  0.44
H  -0.036  1.544  -4.074  0.18
H  -1.477  -1.670  -1.007  0.49
H  -2.156  -1.187  -2.511  0.64
H  0.321  -2.702  -3.009  0.11
H  -0.856  -3.634  -2.140  0.35
H  -1.287  -2.932  -3.659  0.41
H  -1.316  2.474  -1.783  0.55
H  0.440  2.621  -2.156  -0.46
H  -0.437  3.673  1.518  0.09
H  1.283  5.200  2.264  0.33
H  1.433  1.965  1.991  1.22
F  2.073  -3.991  -2.672  -0.15
C  2.220  -5.356  -2.789  0.49
C  1.664  -6.160  -1.820  -0.10
C  1.805  -7.534  -1.934  -0.62
C  2.503  -8.075  -3.006  -0.76
C  3.058  -7.240  -3.965  -0.56
C  2.914  -5.861  -3.863  -0.52
H  1.127  -5.716  -0.990  0.42
H  1.371  -8.189  -1.197  0.51
H  2.607  -9.150  -3.086  0.49
H  3.603  -7.661  -4.799  0.38
H  3.330  -5.192  -4.607  0.39
C  -0.331  -12.434  -1.257  0.57
F  0.513  -12.620  -0.231  -0.24
F  -0.401  -13.582  -1.938  -0.23
F  -1.544  -12.192  -0.742  -0.24
S  0.222  -11.053  -2.333  1.22
O  1.531  -11.472  -2.787  -0.68
O  0.242  -9.914  -1.434  -0.65
O  -0.785  -10.993  -3.362  -0.66
C  -6.523  5.187  5.193  -0.11
C  -7.458  4.363  5.655  -0.15
C  -8.541  4.851  6.549  0.17
O  -9.391  4.102  6.972  -0.52
C  -8.537  6.295  6.903  -0.44
C  -7.600  7.118  6.440  -0.39
C  -6.520  6.628  5.547  0.33
O  -5.664  7.376  5.121  -0.55
H  -5.729  4.857  4.546  0.38
H  -7.478  3.309  5.408  0.44
H  -9.334  6.630  7.554  0.41
H  -7.579  8.172  6.686  0.42
C  0.285  5.257  -4.747  -0.08
Cl  -0.899  4.233  -5.518  -0.06
Cl  1.168  4.337  -3.486  -0.06
Cl  1.420  5.929  -5.910  -0.11
H  -0.229  6.071  -4.254  0.32
F  -3.243  2.347  -1.601  -0.86
Ca  4.238  5.070  -0.213  1.29

Values from the calculation:
**Charge**: +1
**Frontier orbital gap**: 0.857 eV
**M**: 1274.04 g/mol

***

The following is a quantum chemistry calculation of a molecular structure, C17H24IrN4O7SeSi at a distorted geometry, from OMol25.

Each line ends with the Mulliken charge.
Cartesian coordinates (Å):
Ir  -0.038  0.102  -1.543  1.80
O  2.165  0.422  5.000  -0.72
C  0.977  0.392  4.701  0.38
O  -0.065  0.489  5.346  -0.73
C  0.714  0.232  3.175  -0.11
C  -0.620  0.018  2.712  -0.84
C  -0.851  -0.009  1.370  -0.76
N  0.118  0.171  0.453  0.59
C  1.434  0.276  0.906  0.36
C  1.736  0.323  2.259  -0.33
C  2.435  0.378  -0.160  0.42
O  3.632  0.560  0.053  -0.75
O  1.928  0.292  -1.368  -0.67
H  -1.412  -0.111  3.429  0.59
H  -1.847  -0.160  0.970  0.58
H  2.770  0.433  2.550  0.58
N  -0.215  -0.113  -3.662  -0.57
C  -1.546  0.302  -4.114  -0.46
C  -2.571  0.282  -2.944  0.54
O  -3.760  0.343  -3.194  -0.76
O  -2.078  0.248  -1.766  -0.82
H  0.511  0.282  -4.250  0.27
H  -0.143  -1.133  -3.677  0.37
H  -1.928  -0.333  -4.919  0.33
H  -1.509  1.337  -4.464  0.27
C  1.847  3.528  0.956  -1.03
N  0.442  3.302  1.139  0.50
C  -0.218  3.266  2.335  -0.41
C  -1.534  3.079  2.066  -0.64
N  -1.673  3.008  0.710  0.40
C  -2.894  2.818  -0.024  -0.79
C  -0.456  3.132  0.147  -0.41
Se  -0.112  3.136  -1.654  -0.18
H  2.383  3.262  1.864  0.35
H  2.029  4.578  0.714  0.30
H  2.216  2.912  0.136  0.43
H  0.300  3.358  3.267  0.54
H  -2.370  2.988  2.727  0.43
H  -3.735  2.857  0.663  0.27
H  -2.886  1.855  -0.543  0.25
H  -2.986  3.606  -0.774  0.37
C  2.309  -3.868  -1.417  -1.14
Si  0.465  -3.456  -1.003  0.20
C  -0.461  -5.045  -1.576  -1.17
C  0.380  -3.337  0.905  -0.93
O  -0.033  -2.215  -1.812  -0.70
H  2.679  -4.696  -0.822  0.36
H  2.917  -2.995  -1.218  0.31
H  2.405  -4.125  -2.466  0.28
H  -0.046  -5.919  -1.085  0.31
H  -0.367  -5.183  -2.646  0.30
H  -1.517  -4.992  -1.340  0.30
H  0.514  -4.288  1.413  0.52
H  -0.580  -2.929  1.208  0.23
H  1.147  -2.659  1.269  0.18

Values from the calculation:
**Charge**: -1
**Energy relative to the best compared isomer or geometry (same formula, charge and spin)**: 163.6 kJ/mol
**Frontier orbital gap**: 7.365 eV
**M**: 695.66 g/mol

***

The following is a quantum chemistry calculation of a single C5H6O3 molecule at a distorted geometry, from OMol25.

Each line ends with the Mulliken charge.
Cartesian coordinates (Å):
O  -0.259  -0.947  -2.113  -0.45
C  -0.009  -0.745  -1.014  0.39
C  -0.682  -1.370  0.195  -0.30
C  -0.643  -0.928  1.402  -0.13
C  -0.278  0.540  1.664  -0.54
O  -0.194  1.480  0.604  -0.39
C  0.887  1.384  -0.235  -0.15
O  0.964  0.139  -0.767  -0.38
H  -1.114  -2.374  0.011  0.33
H  -0.654  -1.492  2.337  0.34
H  -0.953  0.944  2.408  0.40
H  0.688  0.563  2.212  0.32
H  0.497  2.059  -1.101  0.24
H  1.805  1.634  0.272  0.32

Values from the calculation:
**Energy relative to the best compared isomer or geometry (same formula, charge and spin)**: 192.0 kJ/mol
**Frontier orbital gap**: 10.746 eV
**M**: 114.10 g/mol
**Structure (SMILES)**: O=C1C=CCOCO1

***

The following is a quantum chemistry calculation of a single C22H29NO4 molecule, from OMol25.

Each line ends with the Mulliken charge.
Cartesian coordinates (Å):
C  -2.588  3.653  -1.123  -0.96
C  -1.224  4.184  -1.538  -0.32
O  -0.176  3.269  -1.209  -0.32
C  0.091  2.303  -2.096  -0.25
O  -0.523  2.138  -3.117  -0.61
C  1.302  1.503  -1.673  1.78
C  2.522  2.091  -2.401  -1.22
C  3.757  1.237  -2.130  -0.56
C  3.466  -0.212  -2.536  -1.05
N  2.324  -0.776  -1.847  0.29
C  2.559  -1.146  -0.459  -1.06
C  1.697  -2.337  -0.117  0.24
C  2.046  -3.552  -0.597  -0.28
C  1.283  -4.758  -0.343  -0.09
O  1.565  -5.860  -0.744  -0.63
O  0.163  -4.618  0.430  -0.51
C  -0.220  -3.417  0.915  0.28
C  -1.380  -3.385  1.680  -0.77
C  -1.874  -2.210  2.220  1.48
C  -3.118  -2.310  3.049  -1.78
C  -1.175  -1.011  1.986  -0.29
C  -1.612  0.359  2.467  0.63
C  -1.911  0.444  3.966  -1.79
C  -2.784  0.879  1.630  -1.19
C  -0.018  -1.057  1.229  -0.18
C  0.497  -2.234  0.678  0.28
C  1.137  0.019  -2.061  -1.66
H  -2.605  3.451  -0.056  0.12
H  -3.350  4.391  -1.357  0.44
H  -2.809  2.736  -1.664  0.30
H  -0.978  5.102  -0.999  0.37
H  -1.204  4.367  -2.617  0.34
H  1.434  1.621  -0.594  0.10
H  2.687  3.120  -2.073  0.43
H  2.317  2.102  -3.474  0.37
H  4.605  1.617  -2.700  0.44
H  4.014  1.279  -1.069  0.32
H  4.336  -0.846  -2.351  0.46
H  3.244  -0.246  -3.607  0.46
H  3.604  -1.453  -0.367  0.75
H  2.392  -0.323  0.247  0.39
H  2.926  -3.681  -1.206  0.54
H  -1.897  -4.319  1.840  0.44
H  -2.869  -2.253  4.107  0.29
H  -3.825  -1.519  2.820  0.28
H  -3.605  -3.266  2.872  0.43
H  -0.768  1.034  2.279  0.39
H  -1.876  1.484  4.282  0.48
H  -2.896  0.059  4.207  0.30
H  -1.167  -0.110  4.534  0.40
H  -2.515  0.892  0.576  0.30
H  -3.668  0.258  1.745  0.16
H  -3.038  1.891  1.940  0.43
H  0.509  -0.132  1.054  -0.04
H  0.309  -0.426  -1.505  0.46
H  0.887  -0.024  -3.125  0.38

Values from the calculation:
**Energy relative to the best compared isomer or geometry (same formula, charge and spin)**: 126.8 kJ/mol
**Frontier orbital gap**: 8.458 eV
**M**: 371.48 g/mol
**Structure (SMILES)**: CCOC(=O)[C@@H]1CCCN(Cc2cc(=O)oc3cc(C)c(C(C)C)cc23)C1